Below is a structure of composition C29H45Cl2MoN2P, with properties calculated with ωB97M-V/def2-TZVPD.

Geometry (Å):
Mo1 -0.21 -2.54 0.77
Cl1 -1.88 -1.19 1.53
Cl2 0.11 -2.75 -1.48
P1 -0.17 1.26 -1.11
N1 -0.56 -4.28 1.32
N2 -2.27 -5.70 1.46
C1 -1.63 1.07 -2.18
C2 -3.34 -6.58 1.03
C3 -1.68 -5.63 2.74
C4 -0.38 2.23 0.39
C5 2.83 -1.19 5.31
C6 0.16 2.96 2.70
C7 -0.27 3.62 -0.21
C8 2.64 1.12 -0.89
C9 3.95 1.93 -2.90
C10 3.34 -1.66 3.00
C11 1.41 2.01 -3.00
C12 3.74 -1.51 4.31
C13 -0.71 -4.69 2.68
C14 -0.70 4.61 0.87
C15 2.71 1.87 -3.80
C16 -4.06 -0.06 -3.49
C17 -4.15 0.97 -2.35
C18 3.93 0.97 -1.69
C19 0.57 1.99 1.59
C20 1.47 -1.01 5.00
C21 0.10 4.41 2.18
C22 1.44 0.99 -1.86
C23 -2.67 -0.09 -4.17
C24 1.03 -1.18 3.68
C25 1.95 -1.53 2.66
C26 -2.96 0.90 -1.38
C27 -1.52 -0.13 -3.16
C28 -1.66 -4.82 0.68
C29 1.50 -1.83 1.30
H1 1.61 2.18 1.31
H2 0.53 0.94 1.93
H3 0.09 -4.33 3.34
H4 -3.05 1.70 -0.63
H5 -2.96 -0.05 -0.82
H6 2.58 0.36 -0.09
H7 -0.91 3.69 -1.11
H8 -1.41 2.00 0.74
H9 1.30 3.02 -2.58
H10 -0.54 5.63 0.48
H11 2.70 0.90 -4.31
H12 0.75 -0.68 5.73
H13 -1.54 -1.09 -2.62
H14 0.88 2.88 3.53
H15 -1.99 -6.30 3.58
H16 -0.04 -0.97 3.41
H17 -4.81 0.17 -4.25
H18 -0.84 2.68 3.06
H19 2.31 -1.80 0.59
H20 -1.85 -4.65 -0.40
H21 -3.70 -6.20 0.06
H22 -2.57 0.83 -4.77
H23 1.40 -0.06 -2.23
H24 -1.58 2.06 -2.71
H25 -0.56 -0.11 -3.70
H26 -4.28 -1.05 -3.09
H27 -2.97 -7.62 0.92
H28 -0.34 5.04 2.95
H29 4.83 1.71 -3.50
H30 -5.09 0.84 -1.79
H31 -1.76 4.44 1.08
H32 -2.58 -0.95 -4.85
H33 4.81 -1.58 4.52
H34 2.72 2.69 -4.53
H35 4.00 -0.06 -2.06
H36 0.76 3.81 -0.54
H37 4.77 1.19 -1.02
H38 4.06 2.96 -2.52
H39 4.07 -1.84 2.18
H40 -4.14 -6.54 1.77
H41 0.53 1.83 -3.64
H42 1.13 4.76 2.02
H43 -4.18 1.97 -2.80
H44 2.61 2.10 -0.41
H45 3.16 -1.01 6.30

Properties
HOMO energy (alpha / beta) in eV: -5.19 / -5.22
Strongest force on any atom in eV Å⁻¹: 6.789
Total energy in hartree: -2571.3832
Orbital gap (alpha / beta) in eV: 5.218 / 5.260
<S²>: 2.11
Spin multiplicity: 3

Below is a cluster of 2 separate species, C2H7N5 in total, with properties calculated with ωB97M-V/def2-TZVPD.

Geometry (Å):
N1 0.89 0.49 1.81
N2 -0.49 -2.38 -0.53
N3 0.12 0.71 -1.75
N4 0.61 0.19 -0.53
N5 -1.21 0.94 0.92
C1 0.27 -1.69 0.09
C2 -0.04 0.44 0.78
H1 1.62 0.27 -0.47
H2 -0.14 1.69 -1.63
H3 0.46 0.81 2.67
H4 -0.72 0.20 -2.01
H5 1.40 -0.37 1.93
H6 -1.72 1.06 0.05
H7 -1.06 -2.34 -1.35

Properties
HOMO energy in eV: -8.84
Energy above the lowest of the compared OMol25 structures with the same formula, charge and spin in eV: 3.4181
Strongest force on any atom in eV Å⁻¹: 3.367
Total energy in hartree: -354.0658
Orbital gap in eV: 9.696